The following is a quantum chemistry calculation of C11H14N2O2 in the gas phase in a non-equilibrium geometry, from the OMol25 dataset.

The multiplicity is 1. For the HOMO energy, the calculation gives -9.19 eV. For the frontier orbital gap, the calculation gives 8.904 eV. Its SMILES is CO[C@@H]1C=C/C(=C/C(C)=O)[C@H](C)N1C#N.

Each line ends with the Mulliken charge.
CARTESIAN COORDINATES (ANGSTROEM)
C (-1.6969, 1.7283, -0.9717)  0.89
C (0.0030, -1.6808, -0.9437)  -0.76
C (-1.3006, -1.7908, -0.9204)  -1.03
C (0.8029, -0.5033, -0.5225)  0.60
C (2.1452, -0.5267, -0.5226)  -0.72
C (3.1005, 0.5159, -0.0729)  0.77
C (-2.0482, -0.5412, -0.4740)  0.00
C (0.1189, 0.6363, 0.1275)  -0.20
C (4.4570, 0.4201, -0.5988)  -1.36
C (-0.0388, 0.4393, 1.5967)  -1.05
C (-3.6855, -0.0805, 1.1075)  -0.61
N (-2.0233, 2.7024, -1.4817)  -0.72
N (-1.2414, 0.6460, -0.5361)  -0.11
O (2.6183, 1.4201, 0.6074)  -0.60
O (-2.6057, -0.8599, 0.7333)  -0.30
H (0.5433, -2.5914, -1.1852)  0.29
H (-1.6194, -2.8179, -1.1325)  0.36
H (2.6114, -1.3988, -0.9221)  0.35
H (-2.7773, -0.2922, -1.2853)  0.68
H (0.3998, 1.5964, -0.0428)  0.87
H (4.4392, 0.3689, -1.6938)  0.34
H (4.9874, 1.3021, -0.3178)  0.39
H (4.9778, -0.4943, -0.0977)  0.30
H (0.0642, -0.6406, 1.8532)  0.27
H (-1.0343, 0.8950, 1.9384)  0.24
H (0.6937, 1.1613, 2.1479)  0.36
H (-4.3711, 0.0490, 0.2036)  0.30
H (-3.2740, 0.9088, 1.4094)  0.22
H (-4.2462, -0.5716, 1.9965)  0.23